ORCA calculation (the ωB97M-V functional and the def2-TZVPD basis) on C45H51ErN5O2P as an isolated structure in a non-equilibrium geometry.

Last column: Mulliken spin population.
Positions of all 105 atoms, in Å:
1 Er 0.25120 0.23750 0.18750  3.052
2 P 0.15520 3.07340 -0.62180  0.005
3 O 2.07560 -0.86210 -0.07130  -0.028
4 O -0.48850 0.91780 2.16390  -0.001
5 N 2.14570 1.25250 1.90150  -0.002
6 N 0.03770 0.53280 -2.20010  -0.005
7 N 2.67900 2.64520 3.55510  0.000
8 N -2.25890 -0.36530 0.65710  0.000
9 N -0.21550 -2.30140 0.33380  -0.005
10 C 3.99090 -2.04340 -0.72630  0.000
11 C -3.11530 0.22670 1.40850  0.001
12 C 2.51840 -4.37920 -0.91250  0.000
13 C 1.86640 -3.20420 -0.50220  0.000
14 C -3.61020 3.10140 3.71640  0.000
15 C -1.52480 -2.64060 0.84510  0.000
16 C -0.93750 -1.43220 -3.31120  -0.002
17 C 0.52140 -3.15760 -4.19130  0.000
18 C 3.77030 -0.56350 2.56210  0.001
19 C 4.50030 1.26000 4.61780  0.000
20 C 4.59650 -3.21050 -1.10200  0.000
21 C 1.46540 -1.13970 -3.24600  0.000
22 C -1.47330 1.56650 2.66250  0.002
23 C 5.14430 0.04980 4.46620  0.000
24 C -2.31480 3.25080 4.21530  0.000
25 C -1.28410 2.49060 3.72820  -0.001
26 C -1.08580 4.42160 -0.20060  -0.001
27 C 1.90350 2.40050 2.47030  0.000
28 C -2.48170 3.84910 -0.44390  0.000
29 C 1.97280 5.23590 -1.39400  0.000
30 C 0.50600 -3.27860 -0.08980  0.001
31 C -0.92150 4.90800 1.23430  0.000
32 C 1.81680 3.98320 -0.54040  -0.004
33 C -0.10230 2.93390 -2.40920  -0.002
34 C 4.77410 -0.84950 3.46340  0.000
35 C -0.75010 -2.65720 -3.93730  0.000
36 C -0.27690 4.05460 -3.21890  0.000
37 C 0.18220 -0.69910 -2.88860  -0.003
38 C -2.82730 1.36180 2.23100  -0.001
39 C -2.58090 -1.70820 0.23220  0.001
40 C 2.60180 -1.97860 -0.42810  -0.008
41 C 3.13820 0.67190 2.66550  0.000
42 C -2.29760 -0.79490 -3.19700  0.000
43 C -3.85820 2.14160 2.76590  0.001
44 C 3.49520 1.55320 3.71050  0.000
45 C 3.85540 -4.39050 -1.21680  0.000
46 C -0.05610 1.63040 -2.97750  -0.001
47 C -0.26190 2.70350 -5.16660  0.000
48 C 0.70320 -4.47220 -4.89540  0.000
49 C -0.12390 1.57910 -4.39500  -0.001
50 C 2.89480 2.96940 -0.91880  0.002
51 C -0.35310 3.97340 -4.59550  0.000
52 C -0.48070 5.20550 -5.44390  0.000
53 C 2.63040 -0.21630 -3.05030  -0.001
54 C 1.61550 -2.36890 -3.86370  0.000
55 H 2.83490 2.73590 -1.98030  0.000
56 H 3.88350 3.37680 -0.71290  0.000
57 H -1.50710 -2.49330 1.93330  0.000
58 H 2.65140 3.45360 4.15400  0.000
59 H -0.05120 0.61380 -4.87460  0.000
60 H 5.94490 -0.20980 5.14210  0.000
61 H 2.52810 0.62930 -3.73250  0.000
62 H 2.61000 -2.70240 -4.12410  0.000
63 H 1.16330 3.09970 2.13110  0.001
64 H -2.34970 -0.14550 -2.31760  0.000
65 H -0.28810 2.58460 4.14010  0.000
66 H -0.21430 6.09120 -4.86950  0.000
67 H -2.45520 -0.15380 -4.06600  0.000
68 H 1.95870 4.27010 0.50920  -0.001
69 H -3.10440 -1.52720 -3.17170  0.000
70 H -1.61290 -3.22010 -4.27130  0.000
71 H -3.25060 4.56710 -0.15920  0.000
72 H 2.77430 2.04160 -0.35250  0.000
73 H 0.18390 5.13530 -6.30380  0.000
74 H -1.49910 5.32990 -5.81650  0.000
75 H 4.76910 1.95000 5.40260  0.000
76 H 1.91190 4.98400 -2.44860  0.000
77 H 0.04600 5.38640 1.37890  0.000
78 H -4.86910 1.98940 2.41000  0.000
79 H -2.52030 -1.79060 -0.85740  -0.001
80 H 3.47620 -1.26300 1.79890  0.000
81 H 0.64880 -4.32880 -5.97580  0.000
82 H -1.79680 -3.68840 0.64310  0.000
83 H -2.60660 3.61760 -1.50070  0.000
84 H -1.01600 4.07870 1.93120  0.000
85 H 4.56200 -1.13040 -0.63150  0.000
86 H -0.07420 -5.17990 -4.61350  0.000
87 H -2.12240 3.97920 4.99240  0.000
88 H -4.40840 3.72150 4.09710  0.000
89 H 1.94540 -5.29640 -0.97010  0.000
90 H 2.95100 5.67750 -1.20620  0.000
91 H -0.29790 2.60650 -6.24390  0.000
92 H 1.22560 5.99110 -1.16390  0.000
93 H 3.56970 -0.72610 -3.24740  0.000
94 H -4.12080 -0.20550 1.54050  0.000
95 H 2.63930 0.18130 -2.03570  0.001
96 H 4.33670 -5.30650 -1.52550  0.000
97 H -3.58730 -2.01130 0.56990  0.000
98 H -0.34520 5.03440 -2.77100  0.000
99 H 0.08090 -4.29460 -0.08600  0.000
100 H 1.67470 -4.90190 -4.66330  0.000
101 H -2.63590 2.93610 0.13430  0.000
102 H 5.29370 -1.79360 3.39730  0.000
103 H -1.69480 5.63440 1.48230  0.000
104 H -0.93800 5.27000 -0.87860  0.000
105 H 5.65920 -3.22690 -1.30670  0.000

As for the energy: -95954.0536 eV. The value obtained for the largest force on an atom is 0.03060 hartree/bohr. Its spin multiplicity is 4. As for the expectation value of S²: 3.753.

=====

ORCA calculation (the ωB97M-V functional and the def2-TZVPD basis) on a 10-piece molecular cluster, C16H54BF4N4O9 overall in a non-equilibrium geometry.

Last column: Mulliken charge in e.
Positions of all 88 atoms, in Å:
1 F -8.41627 18.21105 14.85434  -0.462
2 F -7.86082 18.97014 16.98849  0.030
3 F -10.03529 19.06599 16.25084  0.008
4 F -9.07002 17.08081 16.73069  0.113
5 O -10.82365 20.85017 18.79673  -0.670
6 O -10.22757 12.45399 17.87420  -0.342
7 O -7.10042 19.14648 20.58517  -0.686
8 O -6.16629 20.88543 17.66928  -0.712
9 O -9.36842 18.07898 19.45811  -0.813
10 O -13.35928 16.25139 17.97658  -0.471
11 O -4.50679 16.72442 12.34162  -0.244
12 O -11.61983 16.20111 12.58155  -0.429
13 O -8.54187 16.17839 13.17834  -0.756
14 N -5.42939 17.45340 14.99356  -0.821
15 N -11.85387 19.86769 13.01326  -0.761
16 N -12.72401 19.66801 16.68908  -0.634
17 N -7.93965 14.72098 15.99955  -0.980
18 C -10.57795 12.33131 19.24970  -0.769
19 C -9.20184 13.43166 17.68232  -0.938
20 C -10.26818 18.66782 11.60862  -1.095
21 C -5.36581 18.36062 13.83004  1.426
22 C -3.70676 16.43856 11.21908  -0.816
23 C -11.64284 18.63704 12.27723  0.302
24 C -12.76066 14.98573 17.68200  -0.221
25 C -14.45802 19.04845 18.31949  -1.815
26 C -9.16667 12.72078 15.22975  -1.721
27 C -5.27457 19.79720 14.30293  -1.330
28 C -12.01807 15.08182 13.36486  -0.633
29 C -13.11420 18.64930 17.67800  0.931
30 C -13.06705 17.27301 17.04951  0.232
31 C -11.81978 17.44339 13.23061  -0.162
32 C -9.12140 13.87981 16.23931  2.223
33 C -4.22065 17.99719 12.90283  -0.928
34 B -8.82419 18.36738 16.19798  -0.349
35 H -12.85606 17.39039 13.59884  0.437
36 H -9.94999 17.32657 19.30619  0.279
37 H -12.08624 17.11847 16.58370  -0.209
38 H -13.79771 17.23053 16.22786  0.174
39 H -8.23379 15.60272 16.44819  0.496
40 H -9.43283 14.27422 18.34588  0.265
41 H -6.36812 17.51752 15.36856  -0.048
42 H -10.06541 12.10491 15.28185  0.333
43 H -10.80484 19.95545 19.15223  0.310
44 H -6.63785 19.31658 19.75899  0.303
45 H -9.42736 16.34725 12.84015  0.299
46 H -8.21992 13.07527 18.01402  0.508
47 H -15.29709 18.71306 17.70555  0.344
48 H -11.34055 11.55584 19.29540  0.246
49 H -9.45716 18.71621 12.33586  -0.091
50 H -12.42460 18.46050 11.53100  0.311
51 H -10.17438 17.74389 11.03184  0.395
52 H -6.30044 18.19420 13.28283  -0.223
53 H -9.14215 18.38456 18.56195  0.290
54 H -7.89816 18.64450 20.32900  0.403
55 H -11.75385 15.18192 14.41994  0.089
56 H -9.70073 11.99122 19.80446  0.307
57 H -11.78739 19.48683 16.32710  0.354
58 H -6.84121 20.19075 17.55157  0.381
59 H -3.83589 17.04805 10.31957  0.302
60 H -13.04798 14.26220 18.44043  0.345
61 H -13.31078 19.67244 15.86041  0.317
62 H -4.24704 20.12618 14.48484  0.383
63 H -3.23252 17.96361 13.37616  0.411
64 H -9.96914 14.54754 16.02882  -0.971
65 H -4.16957 18.77049 12.12642  0.409
66 H -14.55315 18.50595 19.26272  0.379
67 H -11.67769 15.10743 17.66829  -0.100
68 H -11.21605 17.64082 14.12930  -0.117
69 H -11.45371 20.81334 18.06179  0.384
70 H -3.89077 15.41111 10.90564  0.254
71 H -5.32536 20.42362 17.58861  0.336
72 H -10.15689 19.45048 10.85904  0.380
73 H -8.36184 16.95417 13.74310  0.397
74 H -5.83562 19.94792 15.22509  0.116
75 H -10.97579 13.26830 19.64440  0.280
76 H -8.34936 12.02172 15.42395  0.349
77 H -14.51560 20.10840 18.55341  0.440
78 H -13.15613 14.64604 16.72134  0.243
79 H -13.11336 15.06868 13.30773  0.385
80 H -12.65394 19.76446 13.63484  0.296
81 H -11.07335 19.90958 13.67059  0.336
82 H -12.39084 18.79029 18.48190  -0.295
83 H -9.06238 13.14441 14.23081  0.457
84 H -5.35870 16.56301 14.50339  0.359
85 H -5.67770 20.55706 13.62705  0.342
86 H -2.65126 16.49565 11.50849  0.310
87 H -11.60785 14.17999 12.92062  0.328
88 H -7.99624 15.01739 15.02581  0.280

As for the energy: -53410.2043 eV. The value obtained for the largest force on an atom is 0.02841 hartree/bohr. The value obtained for the energy above the lowest of the compared OMol25 structures with the same formula, charge and spin is 0.0 kcal/mol. The total charge is -1.

=====

ORCA calculation (the ωB97M-V functional and the def2-TZVPD basis) on a 2-piece molecular cluster, NO4S2 overall in a non-equilibrium geometry.

Last column: Mulliken charge in e.
Positions of all 7 atoms, in Å:
1 S 1.07992 0.43899 0.14036  0.749
2 S 2.26537 -1.11097 -0.13002  -0.345
3 O -2.39619 0.31910 -0.49728  -0.513
4 O 1.08605 1.37632 -0.97556  -0.457
5 O -1.63287 -1.59510 0.19715  -0.457
6 O 1.10809 1.02458 1.47024  -0.467
7 N -1.51038 -0.45292 -0.20489  0.491

As for the energy: -31348.5159 eV. The value obtained for the largest force on an atom is 0.03416 hartree/bohr. The value obtained for the energy above the lowest of the compared OMol25 structures with the same formula, charge and spin is 67.8 kcal/mol. The total charge is -1.